{"formula": "C31H50CdN3OP2", "method": "the ωB97M-V functional and the def2-TZVPD basis", "gap_ev": 5.6347, "spin_multiplicity": 1, "charge": 1, "e_homo_ev": -8.6, "e_tot_ev": -62612.2051, "species": ["C", "C", "C", "C", "C", "H", "H", "H", "N", "P", "P", "C", "H", "H", "C", "O", "C", "H", "C", "C", "C", "C", "C", "H", "H", "H", "C", "H", "H", "H", "C", "H", "H", "H", "C", "H", "H", "H", "C", "H", "H", "H", "C", "H", "H", "H", "C", "H", "H", "H", "C", "H", "H", "H", "C", "H", "H", "H", "C", "H", "H", "H", "C", "H", "H", "H", "C", "H", "H", "H", "Cd", "N", "C", "C", "C", "C", "C", "H", "C", "H", "C", "H", "H", "H", "N", "H", "H", "H"], "coordinates": [[2.3949, 0.9709, 0.3918], [0.5189, 1.4735, 1.7251], [3.0568, 2.0972, 0.8746], [1.0995, 2.7137, 2.0954], [2.3862, 3.0012, 1.6995], [4.0846, 2.2683, 0.5653], [0.5258, 3.3616, 2.7576], [2.8566, 3.9327, 1.9985], [1.1472, 0.6633, 0.7902], [2.0463, -0.7808, -1.8690], [-1.2433, -0.5959, 2.3823], [3.1139, 0.1208, -0.6682], [3.7733, 0.7813, -1.2547], [3.8075, -0.5963, -0.1938], [-0.4900, -3.0900, -1.5273], [-0.8278, -4.0271, -2.0947], [-0.6677, 1.0791, 2.3970], [-1.2005, 1.9016, 2.8899], [-3.1691, -0.7869, 2.0302], [-0.8030, -0.9419, 4.2398], [1.7916, 0.5284, -3.2551], [3.1845, -2.1926, -2.4758], [-3.4239, -1.4820, 0.6761], [-2.9240, -2.4583, 0.6064], [-4.5087, -1.6627, 0.5939], [-3.1207, -0.8673, -0.1831], [-3.8254, -1.6576, 3.1133], [-3.3826, -2.6628, 3.1516], [-3.7843, -1.2035, 4.1110], [-4.8896, -1.7801, 2.8544], [-3.8167, 0.5947, 1.9847], [-4.8956, 0.4603, 1.8111], [-3.6937, 1.1541, 2.9198], [-3.4243, 1.1974, 1.1562], [-1.0297, -2.4188, 4.6142], [-0.7438, -3.1194, 3.8178], [-0.4066, -2.6517, 5.4899], [-2.0663, -2.6233, 4.8990], [0.6836, -0.6232, 4.4864], [1.3545, -1.1284, 3.7802], [0.8870, 0.4527, 4.4521], [0.9481, -0.9800, 5.4941], [-1.6625, -0.0154, 5.1284], [-2.0201, 0.8859, 4.6156], [-2.5278, -0.5407, 5.5513], [-1.0646, 0.3276, 5.9869], [2.4544, -3.0013, -3.5640], [3.0337, -3.9203, -3.7500], [1.4422, -3.2989, -3.2602], [2.3915, -2.4565, -4.5159], [3.4972, -3.1180, -1.2886], [4.0334, -2.5983, -0.4842], [2.6042, -3.6033, -0.8766], [4.1639, -3.9145, -1.6521], [4.5240, -1.6927, -3.0309], [5.1921, -2.5631, -3.1129], [4.4438, -1.2734, -4.0386], [5.0126, -0.9614, -2.3742], [1.2968, 1.8374, -2.6147], [0.9785, 2.5195, -3.4189], [0.4374, 1.6912, -1.9507], [2.1019, 2.3442, -2.0649], [0.7323, -0.0162, -4.2272], [-0.1941, -0.2909, -3.7090], [0.4865, 0.7736, -4.9546], [1.0895, -0.8883, -4.7898], [3.0593, 0.8659, -4.0517], [3.9140, 1.1215, -3.4124], [3.3494, 0.0729, -4.7518], [2.8437, 1.7549, -4.6653], [0.0020, -1.1577, -0.1470], [-1.7473, 0.0652, -2.2219], [-2.3329, 1.0842, -2.3219], [-2.9182, 2.3589, -2.0581], [-3.8263, 2.9424, -2.9479], [-2.5002, 3.0903, -0.9201], [-4.2971, 4.2422, -2.7192], [-4.1522, 2.4154, -3.8387], [-3.0011, 4.3726, -0.6603], [-1.7503, 2.6666, -0.2491], [-3.8708, 4.9661, -1.5892], [-4.9887, 4.7158, -3.4214], [-2.6829, 4.8913, 0.2593], [-4.1953, 6.0014, -1.4316], [1.1918, -2.6367, 1.3690], [1.4311, -3.5571, 1.0010], [0.6456, -2.7697, 2.2243], [2.0560, -2.1545, 1.6221]], "atomic_forces_ev_per_a": [[0.4, 0.9, 0.1], [-1.2, -1.0, 0.4], [0.5, -0.9, -0.8], [0.9, 0.5, -0.2], [-1.1, 0.1, 0.4], [-0.2, 0.1, 0.0], [0.2, -0.1, -0.2], [0.0, -0.1, 0.0], [0.1, 0.1, -0.1], [0.4, 0.5, -0.4], [-0.1, 0.6, -0.3], [0.3, 0.1, 0.1], [-0.2, -0.1, 0.3], [-0.4, 0.2, 0.0], [-1.7, -3.1, -1.6], [1.1, 2.7, 1.5], [-0.2, 0.4, -1.6], [0.2, -0.5, 0.1], [0.7, 0.1, 0.5], [-0.6, -0.6, -0.3], [0.1, -0.5, 0.0], [-0.3, 0.4, -0.1], [0.2, 0.1, 0.2], [-0.1, 0.1, 0.1], [0.3, 0.1, -0.1], [0.0, -0.1, 0.2], [-0.2, 0.0, 0.0], [-0.1, 0.3, 0.0], [0.0, -0.1, -0.3], [0.2, 0.0, 0.1], [-0.3, 0.0, 0.0], [0.2, 0.1, 0.1], [0.0, -0.1, -0.2], [0.0, -0.1, 0.2], [0.1, 0.0, 0.4], [-0.1, 0.1, 0.1], [-0.2, -0.1, -0.2], [0.2, 0.0, -0.2], [0.0, 0.2, -0.1], [-0.1, 0.1, 0.0], [-0.1, -0.3, -0.2], [-0.1, 0.1, -0.3], [0.0, 0.0, 0.5], [0.2, -0.2, 0.1], [0.2, 0.1, -0.2], [-0.1, -0.1, -0.2], [0.2, -0.1, 0.0], [-0.2, 0.2, 0.0], [0.3, 0.1, -0.1], [0.0, -0.1, 0.3], [0.0, -0.1, 0.0], [-0.2, -0.2, -0.1], [0.1, 0.1, -0.1], [-0.2, 0.2, 0.1], [0.3, -0.2, -0.1], [-0.1, 0.2, 0.0], [0.0, -0.1, 0.4], [-0.1, -0.2, -0.2], [0.0, 0.0, 0.1], [0.1, -0.2, 0.2], [0.2, 0.0, 0.0], [-0.3, -0.2, 0.0], [-0.2, 0.0, -0.1], [0.3, 0.1, -0.2], [0.1, -0.2, 0.1], [-0.1, 0.3, 0.1], [0.0, 0.2, -0.2], [-0.1, -0.1, -0.2], [-0.1, 0.2, 0.3], [0.0, -0.2, 0.2], [0.4, 0.8, 1.2], [-1.7, 2.5, -0.3], [1.8, -2.8, 1.4], [-0.3, 1.3, -0.1], [-0.3, 0.6, 0.0], [0.0, 0.0, 0.0], [0.3, 0.1, 0.4], [0.1, 0.0, 0.1], [0.1, -0.4, -0.4], [-0.3, 0.0, -0.1], [0.1, -0.3, 0.0], [0.3, -0.3, 0.2], [-0.2, -0.2, -0.7], [0.0, -0.5, -0.1], [0.2, -0.4, -0.1], [0.1, 0.2, 0.3], [0.2, 0.1, -0.4], [-0.2, -0.2, 0.0]], "mulliken_charge": [-0.395, 0.444, -0.724, -1.190, -0.901, 0.516, 0.486, 0.436, 1.060, -0.076, -0.103, -1.654, 0.524, 0.709, -0.225, -0.245, -1.008, 0.292, 2.136, 1.757, 2.377, 1.667, -1.683, 0.240, 0.513, 0.195, -1.761, 0.306, 0.222, 0.555, -1.776, 0.498, 0.293, 0.261, -1.723, 0.265, 0.504, 0.374, -1.776, 0.157, 0.348, 0.656, -1.686, 0.245, 0.401, 0.420, -1.583, 0.495, 0.049, 0.311, -1.653, 0.353, 0.133, 0.594, -1.652, 0.524, 0.320, 0.235, -1.917, 0.631, 0.128, 0.280, -1.434, 0.130, 0.499, 0.227, -1.815, 0.275, 0.326, 0.527, 3.613, -0.581, -0.019, 0.618, -0.561, -0.066, -0.543, 0.479, -0.663, 0.399, -0.424, 0.385, 0.422, 0.379, -0.802, 0.249, -0.042, 0.241]}

=====

{"formula": "C32H37N4O10P2S2W", "method": "the ωB97M-V functional and the def2-TZVPD basis", "gap_ev": 6.5521, "spin_multiplicity": 1, "charge": 3, "e_homo_ev": -16.2, "e_above_lowest_kcal_mol": 68.24, "e_tot_ev": -102275.0604, "species": ["W", "O", "C", "C", "C", "C", "C", "C", "C", "N", "C", "C", "N", "C", "C", "C", "C", "C", "C", "C", "O", "H", "H", "H", "H", "H", "H", "H", "H", "H", "H", "H", "H", "H", "H", "C", "C", "O", "P", "O", "O", "O", "P", "O", "O", "O", "H", "H", "H", "H", "H", "H", "H", "O", "S", "C", "C", "C", "C", "C", "C", "C", "C", "C", "C", "C", "C", "H", "H", "H", "H", "H", "H", "H", "H", "H", "H", "C", "N", "C", "N", "S", "H", "H", "H", "H", "H", "H"], "coordinates": [[-0.2295, 0.0452, 0.1061], [-0.3419, -0.3131, 2.4896], [-0.9345, -1.5075, 2.9499], [-1.3051, -1.7751, 4.2598], [-1.8316, -3.0288, 4.5379], [-1.9285, -3.9945, 3.5499], [-1.4919, -3.7295, 2.2602], [-0.9971, -2.4686, 1.9599], [-0.4684, -2.1302, 0.6035], [-1.2747, -1.4997, -0.3083], [-1.7505, -1.9989, -1.5831], [-1.6435, -0.8190, -2.5341], [-1.1042, 0.3495, -1.7861], [-1.2484, 1.4892, -2.4196], [-0.6660, 2.7124, -2.0557], [-1.0288, 3.9285, -2.6848], [-0.3520, 5.0751, -2.3793], [0.7320, 5.0223, -1.4821], [1.1420, 3.8435, -0.8976], [0.4248, 2.6770, -1.1628], [0.8358, 1.5274, -0.6401], [-1.3717, -1.1743, 6.0950], [-2.1487, -3.2542, 5.5497], [-2.3355, -4.9647, 3.7982], [-1.5337, -4.4956, 1.4970], [0.2098, -2.8775, 0.1933], [-2.7702, -2.3733, -1.4721], [-1.1201, -2.8345, -1.8948], [-2.5985, -0.5484, -2.9853], [-0.9543, -1.0549, -3.3447], [-1.8422, 1.4676, -3.3330], [-1.8347, 3.9370, -3.4094], [-0.6219, 6.0145, -2.8406], [1.2685, 5.9352, -1.2569], [1.9936, 3.8063, -0.2339], [2.8164, 1.8745, 3.6179], [1.9664, 0.6092, 3.4919], [2.0019, -0.0912, 4.7158], [2.5262, -0.4044, 2.0657], [4.0141, -0.1079, 1.7094], [2.3312, -1.8870, 2.5062], [1.7153, -0.0073, 0.8567], [0.2449, 1.1189, 3.0886], [-0.5177, 1.5546, 4.3550], [-1.1139, -0.8290, 5.2295], [0.1193, 2.0137, 1.9262], [3.8066, 1.6009, 3.9784], [2.3668, 2.5494, 4.3465], [2.9044, 2.3911, 2.6629], [1.8210, -1.0342, 4.5976], [4.7091, -0.4788, 2.2747], [2.4351, -2.4530, 1.6891], [-0.6406, 0.8531, 5.0321], [2.5867, -2.5624, -0.0103], [2.0100, -1.8398, -1.1909], [1.5638, -3.1062, -2.3613], [1.5163, -4.4242, -1.9377], [1.1188, -5.4024, -2.8430], [0.7812, -5.0551, -4.1419], [0.8498, -3.7271, -4.5566], [1.2443, -2.7433, -3.6664], [3.3166, -0.9887, -2.0179], [4.5958, -1.5289, -1.9904], [5.5998, -0.8741, -2.6836], [5.3170, 0.2898, -3.3913], [4.0327, 0.8164, -3.4047], [3.0183, 0.1790, -2.7052], [1.8046, -4.6831, -0.9275], [1.0897, -6.4382, -2.5333], [0.4838, -5.8217, -4.8445], [0.6202, -3.4679, -5.5815], [1.3556, -1.7178, -4.0016], [4.7961, -2.4402, -1.4420], [6.6040, -1.2753, -2.6816], [6.1072, 0.7896, -3.9350], [3.8243, 1.7248, -3.9535], [2.0166, 0.5915, -2.6882], [-5.3191, 1.4300, -1.7499], [-4.2744, 0.9057, -0.8675], [-3.4748, 1.6630, -0.1423], [-3.5686, 2.9782, -0.1821], [-2.3570, 1.0034, 1.0396], [-5.7619, 0.6022, -2.2953], [-4.8868, 2.1299, -2.4657], [-6.1057, 1.9234, -1.1766], [-4.2960, -0.0717, -0.6213], [-4.3222, 3.4576, -0.6547], [-2.9121, 3.5312, 0.3490]], "atomic_forces_ev_per_a": [[-0.9, -0.2, 0.1], [-0.8, 0.4, -0.2], [0.4, -0.1, 0.0], [0.0, 0.1, -0.1], [0.0, 0.0, 0.0], [0.0, 0.0, 0.0], [0.0, 0.0, 0.0], [0.0, 0.0, 0.0], [0.0, 0.0, -0.1], [0.7, -0.2, -0.1], [-0.1, 0.1, 0.1], [0.0, 0.0, 0.0], [-0.2, 0.0, -0.3], [0.1, 0.0, 0.0], [0.0, 0.0, 0.1], [0.0, 0.0, 0.0], [0.0, 0.0, 0.0], [0.0, 0.0, 0.0], [0.0, 0.1, -0.1], [0.1, -0.1, -0.2], [-0.2, 0.1, 0.4], [0.0, 0.0, 0.0], [0.0, 0.0, 0.0], [0.0, 0.0, 0.0], [0.0, 0.0, 0.0], [0.0, 0.0, 0.1], [0.0, 0.0, 0.0], [0.0, 0.0, 0.0], [0.0, 0.0, 0.1], [0.0, 0.0, 0.0], [0.0, 0.0, 0.0], [0.0, 0.0, 0.0], [0.0, 0.0, 0.0], [0.0, 0.0, 0.0], [0.0, 0.0, 0.0], [0.0, 0.0, 0.1], [0.0, 0.0, 0.1], [0.0, 0.0, 0.0], [0.0, 0.0, 0.0], [0.0, 0.0, 0.0], [0.0, 0.1, 0.1], [0.1, -0.2, 0.1], [0.4, 0.2, 0.0], [0.1, 0.0, -0.1], [0.0, -0.1, 0.1], [0.2, -0.1, 0.2], [0.0, 0.0, 0.0], [0.0, 0.0, 0.0], [0.0, 0.0, 0.0], [0.0, 0.0, 0.0], [0.0, 0.0, 0.0], [-0.1, 0.0, -0.1], [-0.1, 0.0, 0.0], [0.1, -0.1, 0.0], [-0.1, 0.1, -0.1], [0.1, 0.0, -0.1], [-0.1, 0.0, 0.1], [0.0, 0.0, 0.0], [0.0, 0.0, 0.0], [0.0, 0.0, 0.0], [0.0, 0.0, 0.0], [0.0, 0.0, 0.0], [0.0, 0.0, 0.0], [0.0, 0.0, 0.0], [0.0, 0.0, 0.0], [0.0, 0.0, 0.0], [0.0, 0.0, 0.0], [0.0, 0.0, 0.0], [0.0, 0.0, 0.0], [0.0, 0.0, 0.0], [0.0, 0.0, 0.0], [0.0, 0.0, 0.0], [0.0, 0.0, 0.0], [0.0, 0.0, 0.0], [0.0, 0.0, 0.0], [0.0, 0.0, 0.0], [0.0, 0.0, 0.0], [0.0, 0.0, 0.0], [0.0, 0.0, 0.1], [-0.1, 0.0, -0.1], [0.0, 0.0, -0.1], [0.2, 0.2, 0.1], [0.0, 0.0, 0.0], [0.0, 0.0, 0.0], [0.0, 0.0, 0.0], [0.0, 0.0, 0.0], [0.0, 0.0, 0.0], [0.0, 0.0, 0.0]], "mulliken_charge": [1.096, -0.429, -0.341, 0.369, -0.813, -1.153, -0.525, 0.155, -0.030, 0.483, -0.382, -1.148, 0.686, -0.195, 0.459, -0.897, -0.944, -0.528, -1.049, 0.275, -0.272, 0.331, 0.417, 0.471, 0.628, 0.648, 0.451, 0.114, 0.617, 0.534, 0.607, 0.520, 0.493, 0.519, 0.552, -1.568, 0.995, -0.575, 1.021, -0.490, -0.684, 0.123, 0.831, -0.459, -0.514, -0.413, 0.396, 0.478, 0.358, 0.417, 0.422, 0.459, 0.408, -1.139, 1.666, 0.233, -0.218, -0.874, -0.560, -0.799, -0.443, 0.205, -0.765, -0.833, -0.652, -0.951, -0.061, 0.562, 0.476, 0.458, 0.482, 0.558, 0.535, 0.480, 0.448, 0.495, 0.204, -1.193, -0.063, 0.439, -0.197, -0.409, 0.359, 0.421, 0.415, 0.307, 0.256, 0.234]}

=====

What is the formula in the first record?
C31H50CdN3OP2